[1]
C32H96O16 | ωB97M-V with the def2-TZVPD basis set

CARTESIAN COORDINATES (ANGSTROEM)
C -1.1721 5.2487 -2.8022
C -0.5450 4.6887 -1.5197
O 0.5329 5.5395 -1.0918
H -1.9135 4.5687 -3.2217
H -0.4035 5.5669 -3.5065
H -1.7755 6.1124 -2.5228
H -0.2354 3.6450 -1.5739
H -1.3073 4.6277 -0.7430
H 0.7672 5.2783 -0.1983
C -0.1181 0.3940 -0.4961
C -0.0649 -0.5199 0.7178
O 0.2638 0.1641 1.8900
H -0.4584 -0.2036 -1.3418
H 0.8225 0.8922 -0.7311
H -0.8282 1.2035 -0.3273
H 0.7644 -1.1814 0.4673
H -0.9685 -1.1018 0.8993
H -0.5510 0.4130 2.3325
C 3.0741 -2.2777 5.3726
C 3.0621 -1.7010 3.9363
O 4.0150 -0.6199 3.9089
H 2.8721 -1.5501 6.1587
H 4.0494 -2.7039 5.6074
H 2.3575 -3.0924 5.4770
H 2.0891 -1.2538 3.7328
H 3.2500 -2.5045 3.2241
H 3.7641 -0.1440 3.1138
C -2.7481 2.5669 1.6502
C -2.9352 1.8626 3.0046
O -1.9155 0.9602 3.2508
H -2.5918 1.8616 0.8339
H -1.8015 3.1072 1.6648
H -3.6107 3.2192 1.5143
H -3.8405 1.2593 2.9361
H -3.0423 2.5116 3.8737
H -2.1326 0.6219 4.1226
C -3.6823 2.5597 -2.0036
C -4.5084 2.3105 -3.2607
O -4.2522 1.0309 -3.6979
H -4.1040 1.8477 -1.2941
H -3.7547 3.5815 -1.6312
H -2.6232 2.3709 -2.1791
H -4.1732 3.0243 -4.0131
H -5.5709 2.4093 -3.0385
H -3.8233 0.5502 -2.9862
C -0.7905 -2.4056 4.2717
C -0.2831 -3.3293 3.1650
O 0.1659 -4.4802 3.8444
H -1.1090 -1.4598 3.8333
H -0.0597 -2.1536 5.0402
H -1.6382 -2.8978 4.7483
H 0.5626 -2.8195 2.7034
H -1.0612 -3.5350 2.4299
H -0.5853 -4.9812 4.1707
C 2.9516 3.7258 -2.4616
C 3.6072 2.4170 -2.7407
O 2.6341 1.4275 -3.0364
H 3.6136 4.4870 -2.0487
H 2.1690 3.5740 -1.7182
H 2.4732 4.2461 -3.2914
H 4.2450 2.0509 -1.9361
H 4.2651 2.4034 -3.6097
H 2.3437 1.7035 -3.9088
C 2.3361 2.0926 5.4107
C 1.0155 1.5061 5.0704
O 0.1631 2.5081 4.6450
H 2.3346 2.5958 6.3775
H 2.6536 2.8683 4.7139
H 3.0725 1.2928 5.4896
H 0.4808 1.0329 5.8939
H 1.1257 0.7542 4.2890
H -0.5582 2.1391 4.1300
C -0.9784 1.6398 -4.8189
C 0.1974 2.4717 -5.3446
O 1.3194 1.6475 -5.4839
H -1.8879 2.2397 -4.8488
H -0.8513 1.4237 -3.7582
H -1.1562 0.7397 -5.4074
H 0.3839 3.3297 -4.6986
H 0.0458 2.8680 -6.3486
H 1.2386 1.1940 -6.3263
C -1.4252 -4.6052 0.0269
C -0.9170 -5.9609 0.3617
O -1.9013 -6.9219 -0.0051
H -0.7912 -3.7205 0.0849
H -2.2358 -4.3601 0.7132
H -1.9023 -4.5854 -0.9530
H -0.7078 -5.9536 1.4314
H 0.0333 -6.1181 -0.1487
H -1.6327 -7.3051 -0.8433
C 4.9966 0.3217 0.3034
C 3.4457 0.5381 0.3031
O 2.9856 0.5381 1.6492
H 5.3859 0.3402 -0.7146
H 5.2471 -0.6482 0.7331
H 5.5349 1.1057 0.8359
H 3.0037 -0.2769 -0.2702
H 3.2576 1.4590 -0.2489
H 2.0323 0.6397 1.7000
C 3.0374 4.5928 1.1240
C 1.6629 4.0306 1.4320
O 0.6751 5.0304 1.4808
H 3.7063 3.7325 1.0982
H 3.3633 5.2609 1.9212
H 3.1575 5.1741 0.2099
H 1.6941 3.6123 2.4381
H 1.4440 3.2209 0.7360
H 0.4773 5.1898 2.4066
C 0.6567 -2.9999 -3.5697
C 0.9367 -1.4826 -3.8113
O 2.0036 -1.1518 -2.9346
H -0.3088 -3.3415 -3.9429
H 0.5626 -3.1459 -2.4936
H 1.3903 -3.6062 -4.1009
H 0.0840 -0.8603 -3.5396
H 1.1569 -1.3098 -4.8648
H 2.3240 -0.2727 -3.1490
C 3.2887 -4.7739 0.3135
C 2.5078 -3.7261 -0.4501
O 3.3023 -3.1522 -1.4790
H 4.3371 -4.5933 0.5509
H 3.3643 -5.7042 -0.2496
H 2.8390 -4.9928 1.2820
H 2.0877 -2.9804 0.2250
H 1.5995 -4.1962 -0.8268
H 2.7651 -2.5663 -2.0173
C -3.7611 -1.5681 1.7522
C -4.8862 -2.3491 1.0396
O -4.3831 -2.9889 -0.1499
H -2.8845 -2.1911 1.9300
H -4.0789 -1.1544 2.7093
H -3.4048 -0.7501 1.1261
H -5.7025 -1.6403 0.9005
H -5.2606 -3.1742 1.6457
H -4.4243 -3.9400 -0.0265
C -4.5725 -2.3641 -3.4153
C -3.1053 -2.0090 -3.2280
O -3.1534 -1.2281 -2.0517
H -5.2606 -1.5188 -3.4208
H -4.8792 -3.1015 -2.6735
H -4.6550 -2.8584 -4.3833
H -2.6814 -1.4547 -4.0653
H -2.5003 -2.8849 -2.9939
H -3.6031 -1.7603 -1.3913

As for the calculated total energy: -2480.46233 hartree. The HOMO-LUMO gap comes out at 0.3480 Ha. The total charge is 0. The spin multiplicity is 1. The LUMO energy is 0.12 eV. As for the energy above the lowest of the compared OMol25 structures with the same formula, charge and spin: 60.62 kcal/mol. The molar mass is 737.104 g mol⁻¹. The value obtained for the HOMO energy is -9.3 eV.

***

[2]
C5H14NO | ωB97M-V with the def2-TZVPD basis set

CARTESIAN COORDINATES (ANGSTROEM)
C -0.7645 -1.0859 0.3434
O -1.0538 -0.0432 1.3256
C -0.6208 -0.4089 -1.0174
C 0.5200 0.4963 -1.2921
C 1.5526 -0.0555 -2.2071
C 2.6484 -1.0137 -1.5875
N -2.0538 1.6887 3.6067
H 0.1802 -1.4886 0.6416
H -1.6131 -1.8184 0.4531
H -1.4290 0.6731 0.7812
H -1.4593 -0.4325 -1.6728
H 1.0083 0.7905 -0.3338
H 0.1666 1.5300 -1.6756
H 2.1937 0.8024 -2.7374
H 1.1865 -0.6303 -3.0727
H 3.1529 -1.5503 -2.5014
H 2.1352 -1.7715 -0.9791
H 3.4248 -0.3333 -1.0363
H -1.6495 1.0540 3.0047
H -1.7338 2.6457 3.5736
H -2.7709 1.4601 4.2676

As for the calculated total energy: -328.48370 hartree. The HOMO-LUMO gap comes out at 0.1413 Ha. The total charge is +1. The spin multiplicity is 1. The LUMO energy is -8.01 eV. As for the energy above the lowest of the compared OMol25 structures with the same formula, charge and spin: 127.09 kcal/mol. The molar mass is 104.173 g mol⁻¹. The value obtained for the HOMO energy is -11.9 eV.

***

[3]
C3H13N2 | ωB97M-V with the def2-TZVPD basis set

CARTESIAN COORDINATES (ANGSTROEM)
C 2.0304 -1.1419 -0.2836
N 0.7329 -1.7352 -0.5137
H 1.9395 -0.3340 0.4418
H 2.6099 -1.9858 0.1833
H 2.5873 -0.8965 -1.1858
H -0.2482 -0.2372 -0.7827
H 0.3306 -2.3166 0.2392
H 0.8373 -2.4010 -1.2984
C -0.5839 1.4244 1.3367
C -1.6131 1.0328 0.3063
N -0.9449 0.5260 -0.9718
H 0.3848 1.7074 0.9118
H -0.8732 2.3021 1.9117
H -0.4201 0.6016 2.0328
H -2.2997 0.2725 0.6753
H -2.2631 1.8499 -0.0110
H -1.6844 0.0414 -1.4901
H -0.5220 1.2902 -1.5019

As for the calculated total energy: -230.84318 hartree. The HOMO-LUMO gap (spin up / spin down) comes out at 0.4731 / 0.2402 Ha. The total charge is +2. The spin multiplicity is 2. The LUMO energy (spin up / spin down) is -7.80 / -14.14 eV. As for the energy above the lowest of the compared OMol25 structures with the same formula, charge and spin: 11.90 kcal/mol. The molar mass is 77.151 g mol⁻¹. The value obtained for the HOMO energy (spin up / spin down) is -20.7 / -20.7 eV.

***

[4]
C15H24AsCoN2P2S4 | ωB97M-V with the def2-TZVPD basis set

CARTESIAN COORDINATES (ANGSTROEM)
Co -0.6381 0.6584 0.1420
S -3.2704 4.3103 -1.5025
As -3.1931 2.5271 -0.4437
S -1.5158 2.4859 1.0270
S -2.1335 0.9151 -1.6116
S -4.9299 1.7048 0.3976
C 1.0576 2.1945 2.7899
P 1.2030 1.0778 1.3658
C 2.2542 -0.2547 2.0218
C 2.3420 2.0548 0.3064
C 2.1760 1.7163 -1.1652
P 0.3659 1.6840 -1.5951
C 0.5211 0.9977 -3.2771
C 0.0528 3.4479 -1.8145
H 2.0517 2.4535 3.1592
H 0.4811 1.7242 3.5867
H 0.5264 3.0914 2.4806
H 3.1237 0.1811 2.5145
H 2.5855 -0.9228 1.2261
H 1.6907 -0.8469 2.7438
H 3.3725 1.9092 0.6390
H 2.0844 3.1012 0.4885
H 2.6119 0.7423 -1.3914
H 2.6913 2.4392 -1.8023
H 1.3167 1.5390 -3.7906
H -0.4164 1.1154 -3.8151
H 0.7707 -0.0635 -3.2464
H 0.8191 3.8453 -2.4831
H 0.0841 3.9576 -0.8529
H -0.9421 3.6178 -2.2256
N -2.3373 -0.6026 0.9498
C -2.0015 -1.9701 0.9772
C -2.6769 -2.9364 1.6640
C -2.2897 -4.2929 1.5615
C -1.2372 -4.6608 0.7785
C -0.4832 -3.6703 0.1013
C 0.6690 -3.9742 -0.6515
C 1.4109 -2.9611 -1.1748
C 1.0056 -1.6353 -0.9428
N -0.0927 -1.2961 -0.3064
C -0.8600 -2.3174 0.2151
H -2.8203 -0.4072 0.0722
H -2.9856 -0.2919 1.6697
H -3.5342 -2.6581 2.2640
H -2.8537 -5.0437 2.0991
H -0.9489 -5.6998 0.6810
H 0.9654 -5.0089 -0.7777
H 2.3087 -3.1495 -1.7466
H 1.6184 -0.8278 -1.3055

As for the calculated total energy: -6589.59742 hartree. The HOMO-LUMO gap comes out at 0.2139 Ha. The total charge is 0. The spin multiplicity is 1. The LUMO energy is -1.02 eV. As for the energy above the lowest of the compared OMol25 structures with the same formula, charge and spin: 0.00 kcal/mol. The molar mass is 556.442 g mol⁻¹. The value obtained for the HOMO energy is -6.8 eV.

***

[5]
C6H8N2O2S | ωB97M-V with the def2-TZVPD basis set

CARTESIAN COORDINATES (ANGSTROEM)
C 0.3837 2.1658 3.2010
C -0.8605 2.2551 2.3654
O -0.8716 1.2247 1.3935
C -0.1161 1.2735 0.3173
O 0.5451 2.3105 0.0787
C -0.1402 0.0601 -0.4529
C 0.1675 0.0952 -1.8010
S 0.3359 -1.5023 -2.4224
C 0.1021 -2.1063 -0.7375
N 0.0526 -3.3888 -0.5053
N -0.0671 -1.1538 0.1390
H 0.4611 1.0268 3.6280
H 1.2269 2.4623 2.6478
H 0.3434 3.0199 4.0410
H -0.7606 2.9766 1.7336
H -1.8568 2.2043 2.7568
H 0.2044 0.7619 -2.3819
H 0.5396 -3.9259 -0.8644
H -0.0367 -3.4324 0.6305

As for the calculated total energy: -891.47248 hartree. The HOMO-LUMO gap comes out at 0.3309 Ha. Its structure (SMILES) is CCOC(=O)c1csc(N)n1. The total charge is 0. The spin multiplicity is 1. The LUMO energy is 0.58 eV. As for the energy above the lowest of the compared OMol25 structures with the same formula, charge and spin: 105.42 kcal/mol. The molar mass is 172.209 g mol⁻¹. The value obtained for the HOMO energy is -8.4 eV.

***

[6]
C49H38N3O3P2RuS | ωB97M-V with the def2-TZVPD basis set

CARTESIAN COORDINATES (ANGSTROEM)
Ru 0.2835 -0.0434 0.1575
O -2.8500 2.2062 -3.1975
C -3.6067 1.0828 -3.2368
C -4.5233 0.9701 -4.2777
C -5.3709 -0.1179 -4.3388
C -5.3314 -1.1101 -3.3601
C -4.4218 -1.0055 -2.3318
C -3.5307 0.0731 -2.2656
C -2.5458 0.1380 -1.1752
O -1.4732 0.8373 -1.3335
N -2.8092 -0.4865 -0.0549
N -1.7583 -0.3625 0.8033
C -2.0264 -0.4351 2.0517
C -0.9472 -0.4497 3.0277
C -1.2315 -0.6630 4.3623
C -0.1846 -0.7398 5.2736
C 1.1022 -0.5947 4.7991
C 1.3057 -0.3742 3.4424
N 0.3108 -0.2971 2.5578
H -2.2482 2.1465 -2.4398
H -4.5687 1.7650 -5.0105
H -6.0879 -0.1865 -5.1469
H -6.0132 -1.9485 -3.4037
H -4.3730 -1.7585 -1.5575
H -3.0624 -0.5169 2.3647
H -2.2613 -0.7730 4.6747
H -0.3785 -0.9099 6.3240
H 1.9598 -0.6458 5.4544
H 2.3057 -0.2587 3.0553
O 3.2505 -0.8142 1.3056
S 2.5800 -0.1946 0.1630
C 3.2878 1.4053 -0.0675
C 4.5318 1.7121 0.4572
C 4.9885 3.0114 0.3001
C 4.1945 3.9635 -0.3353
C 2.9406 3.6335 -0.8310
C 2.4810 2.3250 -0.7116
P 0.8431 1.7452 -1.2840
C 0.9658 1.6580 -3.0881
C 2.0748 2.2513 -3.7058
C 2.1761 2.2798 -5.0867
C 1.1805 1.7158 -5.8715
C 0.0847 1.1182 -5.2675
C -0.0263 1.0883 -3.8867
C -0.1713 3.1276 -0.7454
C -0.7329 4.0171 -1.6525
C -1.4831 5.0855 -1.1780
C -1.6734 5.2532 0.1863
C -1.1075 4.3613 1.0907
C -0.3495 3.3001 0.6264
C 3.0439 -1.1156 -1.2936
C 4.3361 -1.0804 -1.7884
C 4.6559 -1.9102 -2.8535
C 3.7015 -2.7657 -3.3917
C 2.4137 -2.8078 -2.8729
C 2.0777 -1.9729 -1.8142
P 0.4788 -1.9897 -0.9648
C 0.6172 -3.2026 0.3690
C -0.4446 -3.3866 1.2605
C -0.3138 -4.2607 2.3255
C 0.8767 -4.9523 2.5159
C 1.9332 -4.7724 1.6358
C 1.8095 -3.8991 0.5659
C -0.7532 -2.5249 -2.1548
C -1.7732 -3.4123 -1.8082
C -2.7070 -3.7922 -2.7585
C -2.6329 -3.2950 -4.0517
C -1.6037 -2.4335 -4.4084
C -0.6639 -2.0535 -3.4666
H 5.0993 0.9682 1.0012
H 5.9539 3.2939 0.6975
H 4.5504 4.9812 -0.4238
H 2.3168 4.3935 -1.2852
H 2.8742 2.6839 -3.1237
H 3.0365 2.7452 -5.5482
H 1.2578 1.7481 -6.9502
H -0.7054 0.6886 -5.8701
H -0.8960 0.6476 -3.4339
H -0.6019 3.8772 -2.7196
H -1.9246 5.7811 -1.8787
H -2.2631 6.0841 0.5495
H -1.2514 4.5005 2.1538
H 0.1150 2.6209 1.3398
H 5.0802 -0.4180 -1.3654
H 5.6560 -1.8904 -3.2649
H 3.9653 -3.4086 -4.2207
H 1.6776 -3.4846 -3.2868
H -1.3771 -2.8557 1.1200
H -1.1439 -4.4092 3.0038
H 0.9772 -5.6361 3.3483
H 2.8586 -5.3140 1.7784
H 2.6470 -3.7676 -0.1064
H -1.8385 -3.8253 -0.8130
H -3.4934 -4.4834 -2.4860
H -3.3682 -3.5918 -4.7876
H -1.5257 -2.0699 -5.4247
H 0.1573 -1.4153 -3.7616

As for the calculated total energy: -3455.34389 hartree. The HOMO-LUMO gap (spin up / spin down) comes out at 0.2098 / 0.2157 Ha. The total charge is +2. The spin multiplicity is 2. The LUMO energy (spin up / spin down) is -6.86 / -6.70 eV. As for the energy above the lowest of the compared OMol25 structures with the same formula, charge and spin: 23.83 kcal/mol. The molar mass is 911.946 g mol⁻¹. The value obtained for the HOMO energy (spin up / spin down) is -12.6 / -12.6 eV.